(1)
Below is a single C6H11NO molecule in a non-equilibrium geometry, with properties calculated with wB97M-V/def2-TZVPD.

Last column: Löwdin charge in e.
Element x y z (Å)
C  0.149  1.916  -0.927  -0.106
C  1.005  0.765  -0.492  -0.113
C  0.739  -0.577  -0.625  -0.325
N  1.723  -1.545  -0.820  0.106
C  -0.576  -0.978  -0.239  -0.321
O  -1.195  -1.929  -1.024  0.045
C  -1.200  -0.261  0.744  -0.103
C  -0.614  0.211  2.041  -0.100
H  -0.872  1.599  -1.124  0.072
H  0.557  2.369  -1.836  0.071
H  0.145  2.702  -0.169  0.070
H  2.055  1.039  -0.392  0.102
H  2.449  -1.282  -1.471  0.089
H  1.357  -2.468  -1.005  0.087
H  -1.994  -2.236  -0.580  0.103
H  -2.291  -0.318  0.771  0.106
H  -0.995  -0.392  2.871  0.072
H  0.471  0.142  2.029  0.075
H  -0.913  1.241  2.246  0.071

As for the energy above the lowest of the compared OMol25 structures with the same formula, charge and spin: 2.2475 eV.



(2)
Below is 2 unconnected molecules or ions with the total composition C6H8F3N in a non-equilibrium geometry, with properties calculated with wB97M-V/def2-TZVPD.

Last column: Löwdin charge in e.
Element x y z (Å)
C  2.234  1.083  -0.544  -0.110
C  2.017  -0.395  -0.780  -0.216
C  -0.806  0.098  1.960  -0.018
C  -1.438  -0.316  0.766  -0.310
C  0.856  -0.848  -1.153  -0.033
C  -2.552  -0.172  -0.210  -0.561
N  -0.589  -1.148  1.145  0.175
F  -2.327  -0.878  -1.327  0.134
F  -3.719  -0.633  0.402  0.081
F  -2.822  1.079  -0.575  0.145
H  3.101  1.605  -1.102  0.098
H  1.296  1.584  -0.716  0.053
H  2.873  -0.924  -0.618  0.068
H  -0.064  0.829  2.061  0.089
H  -1.229  -0.132  2.992  0.140
H  0.100  -0.149  -1.603  0.082
H  0.521  -1.927  -1.236  0.093
H  2.548  1.242  0.539  0.089

As for the total energy: -15986.638 eV. As for the multiplicity: 3.